(1)
Entry from OMol25: C30H34N2O3PPd as an isolated structure in a non-equilibrium geometry (the ωB97M-V functional and the def2-TZVPD basis).

```
71
Properties=species:S:1:pos:R:3:lowdin_charge:R:1
Pd -1.024 -0.712 0.725 0.73
C 4.780 2.703 1.368 -0.07
C 4.150 1.945 2.345 -0.07
C 2.854 1.514 2.145 -0.12
C 2.163 1.852 0.978 -0.36
C 2.804 2.610 0.003 -0.09
C 4.107 3.032 0.202 -0.06
P 0.486 1.119 0.848 1.06
C 0.050 1.332 -0.916 -0.37
C 0.919 0.987 -1.953 -0.14
C 0.497 1.061 -3.270 -0.08
C -0.803 1.445 -3.565 -0.07
C -1.685 1.751 -2.539 -0.07
C -1.267 1.691 -1.221 -0.08
C -0.550 2.343 1.707 -0.32
C -0.201 3.667 1.846 -0.06
C -1.022 4.535 2.574 -0.06
C -2.155 4.069 3.184 -0.01
C -2.546 2.721 3.061 -0.16
C -3.703 2.212 3.686 -0.03
C -4.083 0.912 3.499 -0.06
C -3.327 0.055 2.675 -0.07
C -2.169 0.502 2.092 -0.10
C -1.751 1.840 2.276 -0.22
H 5.787 3.058 1.524 0.11
H 4.674 1.688 3.254 0.11
H 2.344 0.930 2.903 0.11
H 2.274 2.903 -0.892 0.11
H 4.596 3.625 -0.558 0.11
H 1.936 0.691 -1.727 0.09
H 1.179 0.818 -4.073 0.11
H -1.128 1.507 -4.592 0.11
H -2.699 2.046 -2.764 0.12
H -1.954 1.936 -0.419 0.11
H 0.706 4.044 1.397 0.10
H -0.748 5.574 2.653 0.11
H -2.778 4.734 3.762 0.12
H -4.285 2.869 4.314 0.12
H -4.966 0.524 3.987 0.11
H -3.676 -0.960 2.520 0.10
C -3.570 -1.901 -2.786 -0.02
C -2.646 -2.388 -1.688 -0.51
C -2.391 -3.892 -1.754 -0.03
O -1.393 -1.691 -1.709 -0.08
C -3.300 -2.167 -0.204 -0.66
O -4.483 -1.922 -0.174 0.07
O -2.441 -2.367 0.675 -0.11
H -3.241 -2.280 -3.753 0.09
H -3.590 -0.812 -2.815 0.08
H -4.583 -2.245 -2.596 0.09
H -1.915 -4.165 -2.696 0.09
H -3.336 -4.422 -1.667 0.10
H -1.758 -4.189 -0.919 0.07
H -1.516 -0.911 -2.267 0.06
N 3.602 -3.286 -0.871 0.05
C 3.611 -1.894 -0.341 -0.09
C 2.440 -1.755 0.638 -0.19
N 1.172 -2.036 0.001 -0.09
C 1.157 -3.366 -0.567 -0.17
C 2.314 -3.581 -1.560 -0.09
H 3.694 -3.925 -0.071 0.19
H 4.393 -3.448 -1.502 0.19
H 3.493 -1.205 -1.179 0.13
H 4.562 -1.688 0.150 0.14
H 2.430 -0.743 1.050 0.07
H 2.576 -2.450 1.473 0.14
H 0.962 -1.346 -0.728 0.07
H 0.211 -3.505 -1.088 0.10
H 1.214 -4.097 0.247 0.14
H 2.218 -2.894 -2.403 0.14
H 2.332 -4.605 -1.934 0.14
```

Calculated values
net charge = +1
Kohn-Sham gap = 6.789 eV
E = -1967.80118 Eh


(2)
Entry from OMol25: the molecule C9H19N2O3P in a non-equilibrium geometry (the ωB97M-V functional and the def2-TZVPD basis).

```
34
Properties=species:S:1:pos:R:3:lowdin_charge:R:1
C -0.185 -3.436 2.168 -0.25
C 1.692 2.702 1.526 -0.05
C 1.871 0.237 1.188 -0.21
C -2.138 -1.148 -0.905 -0.02
C -2.356 0.320 -2.952 -0.04
C 0.321 -2.245 1.589 -0.21
C -0.122 -0.897 2.212 -0.21
C 2.116 1.655 0.527 -0.49
C -1.388 -0.390 -2.021 -0.49
N -0.791 -4.290 2.620 0.15
N 0.499 0.246 1.574 -0.09
O 0.790 1.670 -3.061 -0.22
O 1.421 1.851 -0.611 -0.27
O -0.477 0.492 -1.393 -0.35
P 1.130 0.723 -1.802 0.89
H 0.706 2.514 1.860 0.06
H 2.512 2.693 2.297 0.11
H 1.718 3.725 1.173 0.08
H -0.131 0.465 0.753 0.11
H 2.504 0.059 2.074 0.13
H 2.079 -0.559 0.400 0.10
H -2.265 -0.438 -0.121 0.07
H -3.142 -1.578 -1.319 0.12
H -1.480 -1.962 -0.583 0.06
H -2.528 1.248 -2.494 0.07
H -3.262 -0.209 -3.040 0.05
H -1.965 0.374 -4.038 0.12
H 1.438 -2.359 1.538 0.13
H 0.030 -2.161 0.563 0.08
H 0.180 -1.037 3.379 0.16
H -1.185 -0.860 2.178 0.10
H 3.265 1.598 0.281 0.17
H -0.751 -0.999 -2.610 0.11
H -0.108 1.994 -2.951 0.05
```

Calculated values
structure (SMILES) = CC(C)OP(O)O[C@@H](C)CNCCC#N
energy relative to the best compared isomer or geometry (same formula, charge and spin) = 1.101 eV
Kohn-Sham gap = 9.741 eV
E = -1030.90328 Eh


(3)
Entry from OMol25: the molecule C3H7NS2 in a non-equilibrium geometry (the ωB97M-V functional and the def2-TZVPD basis).

```
13
Properties=species:S:1:pos:R:3:lowdin_charge:R:1
C -0.772 0.666 0.515 -0.43
C 0.637 0.185 0.482 -0.62
C -0.316 -0.001 -0.722 -0.67
H -2.104 0.512 2.033 0.05
H -1.361 -0.859 1.766 0.04
H -1.014 1.729 0.396 0.14
H 1.479 0.880 0.343 0.09
H 1.734 -1.866 0.392 -0.11
H -0.748 -0.957 -0.836 0.09
H -1.202 0.908 -2.809 -0.13
N -1.760 -0.037 1.293 0.04
S 1.132 -1.247 1.438 0.75
S 0.008 0.922 -2.186 0.75
```

Calculated values
structure (SMILES) = NC1[C@@H](S)[C@@H]1S
energy relative to the best compared isomer or geometry (same formula, charge and spin) = 1.327 eV
Kohn-Sham gap = 9.494 eV
E = -969.58854 Eh


(4)
Entry from OMol25: C38H33BNO3P2PdS2 as an isolated structure in a non-equilibrium geometry (the ωB97M-V functional and the def2-TZVPD basis).

```
81
Properties=species:S:1:pos:R:3:lowdin_charge:R:1
Pd -0.302 -0.023 -0.828 0.48
C -0.701 -0.898 2.227 -0.24
P -1.206 -1.780 0.650 1.02
C -0.092 -3.216 0.489 -0.38
C 1.271 -3.054 0.715 -0.10
C 2.171 -4.037 0.348 -0.09
C 1.725 -5.198 -0.261 -0.10
C 0.367 -5.381 -0.465 -0.09
C -0.538 -4.404 -0.090 -0.16
C -2.685 -2.568 1.403 -0.35
C -3.937 -1.992 1.244 -0.07
C -5.028 -2.498 1.933 -0.08
C -4.873 -3.572 2.792 -0.11
C -3.622 -4.148 2.956 -0.09
C -2.534 -3.647 2.268 -0.11
C -1.240 0.497 2.150 -0.40
C -1.814 1.353 3.073 -0.08
C -1.995 2.590 2.416 -0.09
C -1.518 2.428 1.128 -0.42
C -1.407 3.306 -0.088 -0.25
P -1.333 2.063 -1.448 1.00
C -3.004 1.328 -1.435 -0.35
C -4.112 1.831 -0.764 -0.08
C -5.275 1.079 -0.698 -0.10
C -5.345 -0.170 -1.295 -0.12
C -4.251 -0.664 -1.993 -0.11
C -3.091 0.082 -2.060 -0.15
C -1.291 2.933 -3.055 -0.34
C -2.345 3.651 -3.607 -0.08
C -2.244 4.127 -4.902 -0.10
C -1.102 3.886 -5.651 -0.10
C -0.047 3.175 -5.101 -0.09
C -0.145 2.697 -3.808 -0.12
N -1.070 1.161 0.988 -0.05
H 0.395 -0.832 2.227 0.07
H -1.040 -1.434 3.119 0.09
H 1.632 -2.136 1.161 0.08
H 3.230 -3.887 0.508 0.10
H 2.434 -5.954 -0.577 0.10
H 0.013 -6.288 -0.934 0.10
H -1.593 -4.550 -0.279 0.08
H -4.048 -1.143 0.586 0.08
H -6.005 -2.051 1.800 0.10
H -5.722 -3.961 3.342 0.09
H -3.494 -4.987 3.628 0.10
H -1.554 -4.086 2.408 0.10
H -2.074 1.128 4.095 0.08
H -2.426 3.478 2.849 0.08
H -0.467 3.873 -0.095 0.08
H -2.236 4.009 -0.220 0.08
H -4.071 2.791 -0.268 0.10
H -6.125 1.467 -0.151 0.10
H -6.241 -0.769 -1.199 0.10
H -4.265 -1.645 -2.445 0.08
H -2.230 -0.314 -2.597 0.00
H -3.243 3.816 -3.027 0.10
H -3.068 4.676 -5.338 0.10
H -1.043 4.238 -6.673 0.10
H 0.839 2.973 -5.687 0.10
H 0.647 2.099 -3.369 0.07
C 2.128 -3.026 -3.548 -0.14
O 0.808 -3.429 -3.257 -0.24
C -0.142 -2.497 -3.077 -1.29
S -1.668 -3.086 -2.807 0.63
S 0.242 -0.855 -3.266 0.62
H 2.718 -3.941 -3.509 0.09
H 2.483 -2.298 -2.814 0.06
H 2.191 -2.574 -4.544 0.08
O 2.148 1.062 0.411 0.13
B 1.743 0.011 -0.431 -0.56
O 2.892 -0.712 -0.804 0.12
C 3.948 -0.108 -0.216 -0.21
C 5.290 -0.426 -0.276 0.00
C 6.169 0.405 0.409 -0.11
C 5.717 1.502 1.129 -0.11
C 4.366 1.812 1.212 0.00
C 3.489 0.992 0.529 -0.21
H 5.635 -1.272 -0.853 0.11
H 7.230 0.198 0.374 0.09
H 6.433 2.136 1.632 0.09
H 4.015 2.670 1.766 0.12
```

Calculated values
net charge = -1
Kohn-Sham gap (alpha / beta) = 6.103 / 6.048 eV
E = -3380.27986 Eh


> Among the records above, which one has the lowest E?

C38H33BNO3P2PdS2


> Which formula does entry 1 have?

C30H34N2O3PPd